Here is a 5-piece molecular cluster, C29H17F6O22S overall at a distorted geometry from OMol25. Energies are from wB97M-V/def2-TZVPD.

```
75
Properties=species:S:1:pos:R:3:forces:R:3
O 4.705 -0.567 3.171 0.7 0.1 0.2
C 3.652 -1.117 3.078 -0.1 0.3 -0.2
O 3.303 -1.898 2.063 -0.3 -0.6 0.5
C 2.578 -0.939 4.174 0.1 0.2 0.2
F 2.027 -2.101 4.514 -0.2 -0.2 -0.3
F 3.251 -0.483 5.258 0.0 0.1 0.3
C 1.542 0.155 3.834 0.0 0.5 -0.2
F 0.765 0.428 4.876 0.1 -0.2 0.1
F 2.285 1.281 3.607 0.1 0.0 -0.1
C 0.701 -0.070 2.547 -0.3 -0.1 0.3
F 1.502 0.197 1.495 0.2 0.0 0.0
F -0.274 0.868 2.543 -0.2 0.0 0.1
C 0.046 -1.472 2.310 -0.5 0.3 0.5
O 0.235 -1.983 1.262 0.3 -0.3 -1.0
S -1.031 -2.319 3.539 -1.1 -1.8 1.6
O -2.394 -2.254 3.054 0.1 0.8 -0.6
O -0.841 -1.705 4.838 0.4 0.8 -0.4
O -0.499 -3.664 3.488 0.6 0.0 -0.4
H 4.128 -2.275 1.729 0.0 0.2 -0.5
C -4.602 -1.137 -2.581 0.0 0.1 -0.2
C -4.219 -1.419 -1.325 -0.3 0.0 -0.2
C -2.795 -1.244 -0.874 0.4 0.1 -0.2
O -2.543 -1.500 0.278 -0.1 0.0 0.1
C -1.810 -0.781 -1.848 0.1 0.0 0.1
C -2.201 -0.506 -3.094 0.2 0.0 0.2
C -3.626 -0.654 -3.536 -0.4 -0.2 0.2
O -3.889 -0.363 -4.694 0.1 0.1 -0.1
O -1.361 -0.073 -4.048 -0.1 -0.1 0.0
O -5.042 -1.862 -0.393 0.2 0.0 0.1
H -5.622 -1.256 -2.919 0.0 0.0 0.0
H -0.786 -0.676 -1.515 0.0 0.0 0.0
H -1.910 0.062 -4.844 0.0 0.1 0.0
H -4.499 -1.980 0.417 0.0 0.0 0.1
C -1.904 4.983 -3.658 0.0 -0.1 -0.1
C -1.633 5.823 -2.653 -0.2 0.0 -0.3
C -0.780 5.416 -1.484 0.2 -0.4 0.2
O -0.569 6.252 -0.625 -0.1 0.2 -0.1
C -0.265 4.062 -1.447 0.0 0.1 0.1
C -0.535 3.210 -2.449 0.1 0.0 0.3
C -1.370 3.629 -3.636 -0.1 0.3 -0.1
O -1.565 2.827 -4.526 0.1 -0.2 0.0
O -0.084 1.966 -2.446 -0.1 0.0 -0.3
O -2.086 7.071 -2.606 0.1 0.0 0.1
H -2.513 5.268 -4.504 0.0 0.0 0.0
H 0.332 3.776 -0.592 0.0 -0.1 0.0
H -0.398 1.502 -3.250 -0.1 0.0 0.0
H -1.736 7.446 -1.774 0.0 0.0 0.0
C 7.673 0.682 7.550 0.1 0.1 0.1
C 6.523 0.803 6.863 0.3 -0.2 0.0
C 5.561 1.936 7.128 0.0 0.3 0.2
O 4.553 2.000 6.460 0.0 -0.1 -0.1
C 5.897 2.892 8.175 -0.1 0.0 -0.1
C 7.041 2.760 8.855 -0.3 0.2 0.0
C 8.010 1.647 8.573 0.0 -0.4 -0.3
O 9.038 1.615 9.230 0.0 0.2 0.2
O 7.413 3.593 9.824 0.1 -0.1 0.0
O 6.166 -0.049 5.923 -0.2 0.2 0.0
H 8.371 -0.122 7.369 0.0 0.0 0.0
H 5.195 3.691 8.369 0.0 0.0 0.0
H 8.277 3.262 10.136 0.1 0.0 0.0
H 5.300 0.248 5.570 0.0 -0.1 -0.2
C -5.262 -4.504 -6.532 0.0 -0.2 -0.1
C -5.111 -3.170 -6.562 -0.2 -0.2 0.3
C -4.182 -2.499 -7.540 0.2 -0.1 -0.2
O -4.128 -1.288 -7.522 -0.1 0.1 0.0
C -3.408 -3.337 -8.444 0.0 0.2 0.0
C -3.558 -4.667 -8.405 0.2 0.2 -0.2
C -4.510 -5.334 -7.451 -0.3 0.1 0.4
O -4.597 -6.549 -7.499 0.1 -0.1 -0.2
O -2.888 -5.496 -9.199 -0.1 -0.1 0.1
O -5.753 -2.353 -5.745 0.0 0.1 -0.3
H -5.927 -4.996 -5.837 0.0 0.0 0.0
H -2.731 -2.848 -9.129 0.0 0.0 0.0
H -3.191 -6.393 -8.960 0.0 0.0 0.0
H -5.441 -1.447 -5.952 0.1 0.0 0.2
```
Forces are in eV/Å.

HOMO: -5.843 eV
Net charge: -1
HOMO-LUMO gap: 0.2116 Ha